{
  "formula": "C18H54O17",
  "method": "ωB97M-V/def2-TZVPD",
  "species": ["O", "C", "C", "O", "H", "H", "H", "H", "H", "H", "O", "C", "C", "O", "H", "H", "H", "H", "H", "H", "O", "C", "C", "O", "H", "H", "H", "H", "H", "H", "O", "C", "C", "O", "H", "H", "H", "H", "H", "H", "O", "C", "C", "O", "H", "H", "H", "H", "H", "H", "O", "C", "C", "O", "H", "H", "H", "H", "H", "H", "O", "C", "C", "O", "H", "H", "H", "H", "H", "H", "O", "C", "C", "O", "H", "H", "H", "H", "H", "H", "C", "C", "O", "H", "H", "H", "H", "H", "H"],
  "coordinates": [[-0.859087, 1.454179, -1.122803], [-0.961057, 0.028049, -1.234823], [0.175213, -0.780221, -0.593863], [0.196843, -0.686381, 0.792767], [-0.809707, 1.637439, -0.181753], [-1.912487, -0.295851, -0.812963], [-1.000207, -0.247561, -2.288673], [1.142013, -0.491471, -1.006193], [0.190613, -1.831321, -0.882023], [-0.450177, -1.307851, 1.134447], [0.386233, 0.735009, -8.809253], [1.761903, 0.850639, -8.547203], [2.133543, 0.043549, -7.318263], [2.118753, -1.318891, -7.681123], [0.191853, 1.309779, -9.553203], [2.373703, 0.611979, -9.417173], [1.913363, 1.909309, -8.336563], [1.425023, 0.256319, -6.517743], [3.147053, 0.334089, -7.041713], [1.277943, -1.495961, -8.109233], [-2.119517, -3.748001, 3.367947], [-2.345107, -3.702871, 4.787107], [-1.068737, -3.577881, 5.640897], [-1.230907, -4.013401, 6.973617], [-2.970997, -3.867931, 2.941097], [-3.082507, -2.993421, 5.162627], [-2.895157, -4.617311, 5.009217], [-0.705827, -2.552411, 5.571597], [-0.287327, -4.092841, 5.082047], [-1.848937, -4.744911, 7.041017], [-2.490837, 6.023429, -1.988143], [-3.053657, 6.592519, -0.800863], [-2.006057, 7.308849, 0.095967], [-2.606617, 7.963329, 1.231477], [-2.072947, 5.182399, -1.789043], [-3.720787, 7.401289, -1.099053], [-3.656157, 5.804969, -0.348243], [-1.543087, 8.107339, -0.483833], [-1.190377, 6.674209, 0.442357], [-2.595117, 7.342059, 1.963247], [-4.416487, 4.278539, -6.310843], [-3.716947, 3.016079, -6.504663], [-4.428217, 1.793869, -5.902893], [-5.697357, 1.514039, -6.438733], [-4.181377, 4.566019, -5.425583], [-3.700267, 2.867869, -7.584403], [-2.702257, 3.033569, -6.106893], [-4.574647, 1.768709, -4.823063], [-3.837747, 0.921129, -6.181763], [-5.656447, 1.461679, -7.396433], [-2.663467, 5.600789, 5.091707], [-2.299647, 4.302639, 5.476557], [-2.644537, 3.392739, 4.243607], [-1.805597, 3.600309, 3.175307], [-2.887057, 6.035129, 5.918107], [-1.298277, 4.223549, 5.899747], [-3.018087, 4.024589, 6.247677], [-3.669017, 3.669949, 3.995227], [-2.640547, 2.346749, 4.550177], [-0.921327, 3.320599, 3.423167], [1.612423, -7.530461, 0.346847], [0.580263, -8.124191, 1.107727], [0.476903, -9.670601, 0.877337], [0.046033, -9.909771, -0.428543], [1.270503, -7.357801, -0.533413], [0.937703, -7.983351, 2.127787], [-0.390177, -7.657341, 0.939227], [-0.123177, -10.098031, 1.680647], [1.381283, -10.271901, 0.970277], [0.121293, -9.092881, -0.927163], [2.814643, 2.344939, 2.725137], [3.616193, 3.351679, 2.233027], [4.943403, 2.735889, 1.759387], [4.743953, 1.725509, 0.801807], [2.864963, 1.592959, 2.130497], [3.159363, 3.903889, 1.411767], [3.780153, 4.086219, 3.021497], [5.508073, 2.288219, 2.577207], [5.523993, 3.542339, 1.311457], [5.530783, 1.538259, 0.284677], [4.930043, -3.389271, 2.973997], [5.489093, -4.746301, 3.315847], [6.536653, -4.507461, 4.237737], [4.204283, -3.464291, 2.164217], [5.733833, -2.727041, 2.652317], [4.539873, -2.867631, 3.847927], [5.992013, -5.115761, 2.422157], [4.796013, -5.537541, 3.601657], [7.188293, -4.001081, 3.747297]],
  "atomic_forces_ev_per_a": [[0.261, -0.904, -0.151], [0.157, -0.343, -0.097], [0.260, 0.043, -1.126], [0.134, 0.352, 0.932], [0.047, 0.152, 0.222], [-0.173, -0.106, 0.203], [0.071, 0.356, -0.151], [0.088, 0.742, 0.281], [-0.805, -0.261, -0.275], [-0.039, 0.001, 0.213], [-0.696, -0.712, -0.266], [0.271, 1.544, 0.658], [-0.228, 0.167, -1.409], [0.337, -0.554, 0.457], [-0.188, -0.079, -0.043], [0.106, -0.423, 0.032], [0.538, 0.251, 0.196], [0.042, 0.093, 0.183], [-0.026, -0.265, 0.225], [-0.166, -0.015, -0.024], [0.462, 0.806, 0.758], [-0.854, -0.862, 0.548], [-0.136, -0.270, -1.789], [0.168, 0.670, -0.098], [-0.051, 0.028, 0.022], [0.087, 0.914, -0.643], [0.456, -0.691, 0.463], [-0.306, 0.231, 0.758], [0.170, -0.708, 0.268], [0.011, -0.096, -0.326], [0.087, 0.612, -0.075], [0.449, 0.171, -0.090], [-0.296, 0.016, 0.337], [0.074, -0.383, -0.615], [0.006, -0.017, 0.222], [-0.177, -0.221, -0.262], [0.101, 0.233, 0.722], [-0.083, -0.076, -0.199], [-0.059, -0.365, -0.115], [-0.095, -0.064, 0.115], [0.812, -1.150, -0.002], [-1.345, 0.302, 0.475], [0.177, -0.515, -0.747], [-1.004, 0.417, 0.010], [-0.139, 0.228, 0.137], [0.222, 0.042, -0.047], [0.141, 0.199, -0.100], [0.250, 0.465, 0.013], [0.790, -0.040, 0.345], [0.118, 0.062, -0.061], [0.356, 0.949, 0.152], [-1.599, -1.242, -0.836], [0.131, 0.387, 2.338], [0.521, 0.302, -1.268], [-0.023, 0.505, -0.204], [0.301, -0.062, -0.368], [0.138, -0.546, 0.354], [0.118, -0.014, -0.352], [-0.044, -0.238, 0.154], [0.147, -0.022, -0.057], [-0.223, 0.166, -0.593], [1.266, -1.785, 0.928], [0.665, 1.081, 0.379], [-1.065, -0.435, -0.684], [0.226, 0.170, -0.153], [-0.523, 0.138, 0.213], [-0.086, 0.003, 0.071], [-0.982, 0.046, -0.387], [0.773, 0.780, 0.326], [-0.046, -0.154, -0.094], [-1.189, -0.601, 0.778], [1.293, -0.290, -0.708], [0.687, 1.031, 0.087], [-1.113, -0.490, -0.510], [-0.053, -0.135, -0.187], [-0.185, -0.070, -0.332], [0.249, -0.133, 0.123], [-0.082, 0.291, 0.417], [0.273, 0.177, 0.102], [0.057, 0.213, 0.231], [-0.660, 0.171, -0.106], [1.176, 0.729, -1.154], [0.128, -0.747, 1.065], [-0.213, 0.254, 0.106], [0.181, -0.171, -0.333], [-0.447, -0.284, 0.015], [-0.315, -0.363, -0.418], [0.019, 0.400, 0.651], [0.121, 0.012, 0.169]],
  "mol_weight_g_mol": 542.61,
  "charge": 0,
  "de_lowest_ev": 3.109,
  "orbital_gap_ev": 9.84,
  "smiles": "OCCO.OCCO.OCCO.OCCO.OCCO.OCCO.OCCO.OCCO.CCO"
}